[1]
A molecular structure, C53H58Ge2NO2S4SeW at a distorted geometry, computed with ωB97M-V with the def2-TZVPD basis set.

Each line ends with the Mulliken charge.
CARTESIAN COORDINATES (ANGSTROEM)
W: -1.09062 -1.87657 -3.55062  0.508
C: -1.68482 -6.62287 0.94398  -1.734
C: -0.55512 -5.64867 1.09958  1.013
C: -0.43712 -4.86187 2.25138  -0.873
C: 0.63108 -3.96327 2.39878  0.705
C: 0.74608 -3.15747 3.67028  -1.308
C: 1.58578 -3.83437 1.35918  -0.377
C: 1.47468 -4.64667 0.20128  1.146
C: 2.48498 -4.62327 -0.92022  -1.529
C: 0.40158 -5.54017 0.08678  -0.847
C: 2.72548 -2.90237 1.51928  -0.048
C: 3.83838 -3.39077 2.21818  -0.249
C: 4.96348 -2.60017 2.40048  -1.186
C: 4.99458 -1.31237 1.88428  -0.224
C: 3.89178 -0.78547 1.19198  0.130
C: 2.72678 -1.57487 0.99888  0.802
Ge: 1.15878 -0.89777 0.01578  -0.616
S: 0.74498 -1.86087 -1.93562  -0.394
S: -0.69592 -1.22587 1.15968  0.370
Ge: -1.34472 0.54763 0.02248  -0.824
S: -1.99662 -0.27647 -1.93482  -0.761
S: 0.73328 1.26793 -0.32152  0.591
C: -2.62912 1.57123 1.10438  0.117
C: -3.76212 0.90923 1.66728  0.143
C: -4.64002 1.60283 2.51028  -0.244
C: -4.43392 2.93983 2.80078  -1.339
C: -3.35122 3.60763 2.24998  -0.526
C: -2.43542 2.95083 1.40598  0.607
C: -1.35772 3.81043 0.83548  1.069
C: -1.31082 4.08893 -0.56132  1.282
C: -2.27812 3.50953 -1.56532  -0.536
C: -0.36602 5.00213 -1.05492  -1.185
C: 0.51848 5.65853 -0.19532  0.819
C: 1.47178 6.69533 -0.71292  -1.586
C: 0.49448 5.37143 1.16878  -1.292
C: -0.42902 4.45873 1.69898  0.857
C: -0.38922 4.18943 3.18548  -1.625
C: -4.08902 -0.51327 1.41318  0.098
C: -4.76502 -0.89427 0.22438  0.620
C: -5.19282 0.09643 -0.83232  -1.449
C: -5.10012 -2.23927 0.02148  -1.116
C: -4.78862 -3.21007 0.97908  0.812
C: -5.16532 -4.64537 0.76248  -1.204
C: -4.13962 -2.83427 2.15918  -0.758
C: -3.79612 -1.49467 2.39508  0.906
C: -3.12672 -1.12837 3.69838  -1.370
C: 4.06288 0.56863 0.62638  -0.046
C: 4.84918 0.73603 -0.54392  0.971
C: 5.47808 -0.41597 -1.29202  -1.792
C: 5.06608 2.01903 -1.05222  -1.235
C: 4.51788 3.13963 -0.42712  1.014
C: 4.76938 4.50453 -0.99032  -1.256
C: 3.74078 2.98083 0.72838  -0.752
C: 3.51478 1.70353 1.27158  1.094
C: 2.71688 1.56913 2.54508  -1.038
H: -2.36522 -6.60397 1.82178  0.350
H: -1.27832 -7.65067 0.83828  0.408
H: -2.26832 -6.37237 0.03368  0.338
H: -1.17302 -4.95837 3.04088  0.208
H: -0.08822 -3.37257 4.37118  0.405
H: 0.73658 -2.07187 3.44628  0.150
H: 1.69798 -3.40517 4.18428  0.341
H: 3.29808 -3.88737 -0.76202  0.076
H: 1.98328 -4.38437 -1.87932  0.207
H: 2.94908 -5.62757 -1.01482  0.498
H: 0.31418 -6.16327 -0.79632  0.425
H: 3.83548 -4.39887 2.61628  0.550
H: 5.82048 -2.99197 2.93288  0.445
H: 5.89048 -0.71747 2.01938  0.516
H: -5.49892 1.10043 2.94038  0.594
H: -5.12552 3.46753 3.44498  0.412
H: -3.23892 4.66213 2.47058  0.611
H: -3.04082 2.84633 -1.12052  -0.071
H: -1.71822 2.93313 -2.33142  -0.501
H: -2.82452 4.33523 -2.06812  0.565
H: -0.35022 5.23263 -2.11432  0.433
H: 1.40168 6.80573 -1.81612  0.313
H: 2.50828 6.43513 -0.43552  0.279
H: 1.23248 7.67513 -0.24862  0.384
H: 1.19258 5.87983 1.82368  0.358
H: 0.42938 4.75133 3.68368  0.380
H: -0.21242 3.10693 3.35858  0.225
H: -1.33022 4.49103 3.68118  0.417
H: -4.89432 1.13803 -0.60412  0.173
H: -6.29922 0.07603 -0.92312  0.509
H: -4.76462 -0.18147 -1.81542  0.161
H: -5.62042 -2.52767 -0.88482  0.331
H: -5.67812 -4.79287 -0.21182  0.347
H: -5.84862 -4.97757 1.57218  0.318
H: -4.25552 -5.27507 0.77778  0.050
H: -3.91432 -3.59107 2.90178  0.326
H: -2.96012 -2.01947 4.34028  0.395
H: -3.76462 -0.41817 4.26328  0.337
H: -2.14392 -0.65177 3.51138  0.171
H: 5.25478 -1.40787 -0.85372  0.170
H: 6.58118 -0.28887 -1.30822  0.411
H: 5.10208 -0.42427 -2.33682  0.353
H: 5.66828 2.14263 -1.94532  0.327
H: 5.43368 4.46803 -1.87962  0.353
H: 5.24818 5.14823 -0.22222  0.333
H: 3.80938 4.94293 -1.31192  0.109
H: 3.32668 3.85753 1.21288  0.345
H: 2.37348 2.55643 2.91978  0.359
H: 3.34668 1.10093 3.33048  0.341
H: 1.82238 0.93563 2.38178  0.005
O: 0.42158 -1.87657 -4.86162  -0.107
H: 0.86628 -2.65937 -5.27412  0.202
H: 0.89288 -1.09377 -5.24332  0.406
Se: -2.06022 -3.55547 -5.22952  -0.594
O: -1.84722 -0.56657 -4.86062  -0.371
N: -0.82552 0.34793 -5.05192  0.221
C: -0.69882 1.41623 -4.19522  -0.427
C: 0.37648 2.36383 -4.41032  -0.363
C: 1.22948 2.18543 -5.43832  -0.396
C: 1.06808 1.04273 -6.32852  -0.486
C: 0.05908 0.18133 -6.10112  -0.979
H: -1.41682 1.49973 -3.39132  0.816
H: 0.46208 3.19773 -3.72822  0.344
H: 2.04188 2.87423 -5.62582  0.462
H: 1.75368 0.90293 -7.15152  0.486
H: -0.12342 -0.68977 -6.71942  0.718
H: -1.75072 -3.01947 -2.40772  0.170

For the HOMO-LUMO gap (alpha / beta), the calculation gives 4.65 / 5.18 eV. As for the LUMO energy (alpha / beta): -1.609 / -1.544 eV. Its charge is 0. As for the spin multiplicity: 2.

[2]
A molecular structure, C3H4NO2 at a distorted geometry, computed with ωB97M-V with the def2-TZVPD basis set.

Each line ends with the Mulliken charge.
CARTESIAN COORDINATES (ANGSTROEM)
C: -2.11101 0.31547 0.30085  -0.220
C: 1.84412 -0.05253 -0.81131  0.204
C: -0.64030 0.19833 0.09440  0.556
N: 2.13734 -0.60952 0.21567  -0.259
O: -2.86015 -0.58862 0.03230  -0.298
O: 0.02743 0.42381 -0.91305  -0.326
H: -2.68811 1.27149 0.65355  0.324
H: 2.27842 0.39410 -1.66058  0.443
H: -0.11668 -0.25005 0.98645  0.205
H: 2.12893 -1.10247 1.10173  0.369

For the HOMO-LUMO gap, the calculation gives 9.22 eV. The energy above the lowest of the compared OMol25 structures with the same formula, charge and spin is 3.407 eV. As for the LUMO energy: -5.758 eV. Its charge is +1.

[3]
2 unconnected molecules or ions with the total composition C3H4F3N at a distorted geometry, computed with ωB97M-V with the def2-TZVPD basis set.

Each line ends with the Mulliken charge.
CARTESIAN COORDINATES (ANGSTROEM)
C: 0.00471 -0.38004 1.00961  -0.437
C: -0.87192 0.61695 0.38639  -0.380
C: 1.15702 0.36244 -1.03524  0.628
N: 0.52103 0.47050 0.07210  0.049
F: 2.03028 -0.57146 -1.28394  -0.105
F: -1.05331 -1.90021 -0.69589  -0.849
F: 1.06212 1.34306 -1.94986  -0.139
H: 0.25818 -0.25337 2.11788  0.212
H: -0.34205 -1.28756 0.72869  0.450
H: -1.55076 0.07676 -0.24464  0.321
H: -1.21530 1.52293 0.89490  0.249

For the HOMO-LUMO gap, the calculation gives 7.60 eV. The energy above the lowest of the compared OMol25 structures with the same formula, charge and spin is 4.316 eV. As for the LUMO energy: -1.048 eV. Its charge is 0.

[4]
2 unconnected molecules or ions with the total composition CH3BrNO2S at a distorted geometry, computed with ωB97M-V with the def2-TZVPD basis set.

Each line ends with the Mulliken charge.
CARTESIAN COORDINATES (ANGSTROEM)
C: 0.77940 -0.97614 -1.66966  -0.433
N: -0.86366 0.15268 1.40041  -0.652
O: -1.59424 0.95281 -0.93388  -0.622
O: 0.36274 1.93020 0.12646  -0.633
S: -0.35248 0.74188 -0.23224  0.753
Br: 1.56252 -1.89341 -0.15922  -0.184
H: 1.44852 -0.32149 -2.16111  0.294
H: -1.19583 -0.77095 1.52650  0.239
H: -0.14697 0.18442 2.10273  0.238

For the HOMO-LUMO gap (alpha / beta), the calculation gives 5.60 / 6.56 eV. The energy above the lowest of the compared OMol25 structures with the same formula, charge and spin is 2.827 eV. As for the LUMO energy (alpha / beta): 3.310 / 2.818 eV. Its charge is -1. As for the spin multiplicity: 3.

[5]
A single C2H4NP molecule at a distorted geometry, computed with ωB97M-V with the def2-TZVPD basis set.

Each line ends with the Mulliken charge.
CARTESIAN COORDINATES (ANGSTROEM)
C: 0.43586 -0.30975 -0.58806  -0.614
C: -0.06957 -0.21702 0.82112  -0.044
N: 0.08887 1.30251 1.14132  -0.488
P: 1.55140 0.53834 0.61050  0.042
H: 0.55801 -1.22621 -0.90639  0.369
H: -0.01581 0.41975 -1.34456  0.169
H: -0.24647 -0.96165 1.72345  0.307
H: -0.25176 1.93687 0.39212  0.258

For the HOMO-LUMO gap, the calculation gives 9.92 eV. The energy above the lowest of the compared OMol25 structures with the same formula, charge and spin is 1.706 eV. As for the LUMO energy: 1.087 eV. Its charge is 0. Its SMILES is C1[C@@H]2NP12.

[6]
A single C21H31N3O3S molecule, computed with ωB97M-V with the def2-TZVPD basis set.

Each line ends with the Mulliken charge.
CARTESIAN COORDINATES (ANGSTROEM)
C: 3.25278 -7.36309 6.09957  -1.366
H: 2.69846 -7.24868 7.02828  0.378
C: 2.91839 -6.23495 5.13092  -0.162
H: 3.15797 -5.28007 5.60126  0.249
C: 3.68860 -6.37512 3.81956  -0.751
C: 3.29789 -5.33694 2.76844  -0.493
C: 3.72912 -3.91772 3.13246  -0.748
C: 3.35996 -2.92242 2.03686  -0.756
O: 1.95019 -2.83950 1.98313  -0.330
C: 1.37207 -2.05321 1.03826  0.732
C: 2.05776 -1.27215 0.11479  -0.391
C: 1.36197 -0.51066 -0.80867  -0.727
C: -0.02456 -0.50219 -0.81314  -0.202
C: -0.71614 -1.28275 0.11012  -0.032
C: -0.02452 -2.05096 1.01931  -0.905
H: -0.54784 -2.66362 1.73617  0.413
H: -1.79415 -1.30002 0.10200  0.489
N: -0.73289 0.29743 -1.74401  0.355
C: -1.88688 -0.10083 -2.36260  0.480
O: -2.41184 -1.18106 -2.26288  -0.638
C: -2.39066 1.05172 -3.21910  -0.804
C: -1.25564 2.05626 -3.21709  0.357
C: -0.34552 1.62403 -2.05505  -0.124
O: 0.74032 2.09647 -1.80702  -0.667
H: -0.67479 2.04022 -4.14160  0.439
S: -1.77373 3.77546 -2.99454  -0.351
C: -1.83667 3.71011 -1.23395  0.573
N: -1.56877 2.56315 -0.74437  -0.196
C: -1.48008 2.27721 0.66267  -0.845
C: -0.14709 2.72521 1.25763  -0.980
H: -0.07733 2.40269 2.29332  0.401
H: -0.04581 3.80776 1.21179  0.297
H: 0.66632 2.28245 0.68958  0.254
H: -2.31824 2.74139 1.20517  0.507
H: -1.57411 1.19275 0.76077  0.178
N: -2.13494 4.84568 -0.57737  -0.113
H: -2.30183 4.75026 0.41463  0.229
C: -2.65534 6.03922 -1.20272  -0.734
H: -2.36736 6.89161 -0.58181  0.365
C: -4.17217 5.99658 -1.36969  -0.957
H: -4.45493 5.16043 -2.00407  0.253
H: -4.66263 5.88725 -0.40445  0.316
H: -4.51901 6.91546 -1.83272  0.373
H: -2.17636 6.14072 -2.17925  0.391
H: -2.66539 0.69789 -4.21214  0.419
H: -3.28685 1.45580 -2.74376  0.267
H: 1.90434 0.09279 -1.51743  0.413
H: 3.13576 -1.24904 0.09654  0.389
H: 3.75676 -3.26223 1.07007  0.476
H: 3.78604 -1.93478 2.26455  0.442
H: 4.80972 -3.88362 3.28437  0.395
H: 3.23899 -3.60407 4.05395  0.257
H: 3.76212 -5.60900 1.81687  0.308
H: 2.21625 -5.34889 2.62598  0.260
H: 3.49807 -7.37040 3.41051  0.343
H: 4.76049 -6.30200 4.02006  0.320
H: 1.84690 -6.24341 4.91972  0.281
H: 2.99888 -8.32783 5.66544  0.341
H: 4.31563 -7.36327 6.33242  0.334

For the HOMO-LUMO gap, the calculation gives 8.61 eV. The energy above the lowest of the compared OMol25 structures with the same formula, charge and spin is 2.149 eV. As for the LUMO energy: 0.613 eV. Its charge is 0. Its SMILES is CCCCCCOc1ccc(N2C(=O)C[C@@H](S/C(=N/CC)NCC)C2=O)cc1.

The total energy results, record by record, are as follows: -10474.79215; -321.54120; -470.89397; -3217.21565; -474.61100; -1607.00728 Eh.